[1]
The following is a DFT calculation (ωB97M-V/def2-TZVPD) of a molecular structure, C21H17ClFeIN2O6S at a distorted geometry.

Computed properties:
* total charge: 0
* LUMO (spin up / spin down): -0.078 / -0.101 hartree
* largest force on an atom: 0.020 hartree/bohr
* 2S+1: 6

Positions of all 50 atoms, in Å:
Fe  -0.0709  0.5766  0.6391
C  -2.9831  -0.0634  -6.1184
C  -2.8469  -0.4309  -4.6602
C  -3.9313  -0.2988  -3.7917
C  -3.8058  -0.5846  -2.4450
C  -2.5763  -1.0206  -1.9597
C  -1.4798  -1.1626  -2.8004
C  -1.6310  -0.8732  -4.1496
S  -2.3600  -1.2219  -0.2308
O  -3.5307  -1.8394  0.3242
O  -1.0653  -1.8365  -0.0546
N  -2.1634  0.3147  0.2647
C  -3.1224  1.0134  0.9116
C  -2.3596  1.5018  2.4981
O  -3.2264  1.7516  3.2887
O  -1.1376  1.4930  2.3726
H  -4.0064  -0.2023  -6.4720
H  -2.3178  -0.6638  -6.7416
H  -2.7203  0.9874  -6.2730
H  -4.8860  0.0405  -4.1801
H  -4.6520  -0.4862  -1.7733
H  -0.5282  -1.4822  -2.3934
H  -0.7824  -0.9845  -4.8171
H  -4.0599  0.5113  1.1291
H  -3.2211  2.0535  0.5908
Cl  5.0483  -3.9448  2.7469
C  3.6532  -2.9711  2.5238
C  2.5369  -3.1916  3.3573
C  1.4296  -2.4250  3.1875
C  1.3975  -1.4183  2.1593
O  0.3762  -0.7100  2.0392
C  2.5603  -1.2012  1.3227
C  2.5545  -0.0554  0.3277
O  1.3634  0.0454  -0.3890
C  3.6640  -1.9838  1.5279
H  2.5769  -3.9588  4.1185
H  0.5479  -2.5484  3.8033
H  3.3890  -0.2139  -0.3607
H  4.5506  -1.8513  0.9169
I  -0.3842  2.6479  -0.8143
C  2.7704  1.2304  1.1396
C  3.9874  1.8501  1.3504
C  4.0104  3.0109  2.1098
C  2.8246  3.5033  2.6331
C  1.6482  2.8254  2.3609
N  1.6276  1.7138  1.6252
H  4.8936  1.4393  0.9199
H  4.9450  3.5315  2.2848
H  2.8057  4.4049  3.2303
H  0.6875  3.1777  2.7209

Partial atomic charges computed with the Mulliken method, in multiples of e:
1. Fe 0.07
2. C -1.44
3. C 0.87
4. C -0.73
5. C -0.67
6. C 0.30
7. C -0.34
8. C -0.74
9. S 1.23
10. O -0.76
11. O -0.67
12. N 0.25
13. C -0.75
14. C 0.55
15. O -0.56
16. O -0.36
17. H 0.37
18. H 0.38
19. H 0.28
20. H 0.36
21. H 0.42
22. H 0.49
23. H 0.36
24. H 0.47
25. H 0.28
26. Cl -0.18
27. C 0.31
28. C -0.62
29. C -0.80
30. C 0.56
31. O 0.11
32. C 0.45
33. C -0.04
34. O -0.63
35. C -1.03
36. H 0.44
37. H 0.48
38. H 0.64
39. H 0.43
40. I -0.12
41. C 0.55
42. C -0.78
43. C -0.35
44. C -0.81
45. C -0.39
46. N 0.40
47. H 0.44
48. H 0.42
49. H 0.42
50. H 0.43



[2]
The following is a DFT calculation (ωB97M-V/def2-TZVPD) of a molecular structure, C21H17ClN5O11S2Ti at a distorted geometry.

Computed properties:
* total charge: -1
* LUMO (spin up / spin down): 0.077 / 0.076 hartree
* largest force on an atom: 0.025 hartree/bohr
* 2S+1: 3

Positions of all 58 atoms, in Å:
Ti  -1.1647  0.2566  0.2640
O  -3.7994  -1.7070  -4.5448
C  -3.1439  -2.7401  -4.0524
O  -3.2282  -3.8361  -4.5642
C  -2.3008  -2.4975  -2.8389
C  -1.6240  -3.4514  -2.1501
Cl  -1.4304  -5.1180  -2.5002
N  -0.9305  -2.8904  -1.1114
N  -1.1549  -1.5175  -1.0699
C  -2.0092  -1.2804  -2.1255
C  -2.5305  0.0339  -2.2254
O  -3.2626  0.4644  -3.1494
O  -2.1738  0.7848  -1.1897
C  -0.1463  -3.5464  -0.1278
C  -0.6813  -4.5519  0.6575
C  0.1061  -5.1573  1.6285
C  1.4191  -4.7518  1.8294
C  1.9524  -3.7433  1.0336
C  1.1714  -3.1532  0.0516
H  -3.6316  -0.8430  -4.0259
H  -1.7185  -4.8350  0.5315
H  -0.3235  -5.9335  2.2508
H  2.0211  -5.2146  2.6033
H  2.9785  -3.4213  1.1752
H  1.5748  -2.4006  -0.6172
O  -2.8170  -0.4980  1.4314
S  -1.9037  -1.2513  2.3040
O  -2.3237  -2.5677  2.6581
O  -0.5676  -1.1429  1.6623
C  -1.7009  -0.3960  3.8740
C  -2.3810  -0.9717  4.9307
C  -2.2105  -0.4828  6.2217
C  -1.3516  0.5627  6.4532
C  -0.6779  1.1629  5.3993
C  -0.8486  0.6913  4.1061
S  -0.0509  1.6341  2.8099
O  -1.1241  1.5765  1.7627
O  0.1692  2.9642  3.3074
O  1.1635  0.9532  2.4371
H  -3.0293  -1.8159  4.7344
H  -2.7540  -0.9363  7.0427
H  -1.2049  0.9304  7.4624
H  -0.0365  2.0206  5.5567
C  3.9579  2.4940  -0.3188
N  2.5123  2.4164  -0.3590
C  1.5890  3.5206  -0.5832
C  0.2481  2.7871  -0.6560
O  -0.8049  3.3323  -0.7626
N  0.5084  1.3888  -0.5213
C  1.8081  1.2875  -0.3253
N  2.4063  0.0914  -0.1250
H  4.2560  3.5258  -0.4882
H  4.4125  1.8713  -1.0916
H  4.3472  2.1925  0.6573
H  1.7906  4.0554  -1.5115
H  1.5723  4.2181  0.2529
H  1.7402  -0.6028  0.2009
H  3.2126  0.1237  0.4822

Partial atomic charges computed with the Mulliken method, in multiples of e:
1. Ti 0.02
2. O -0.57
3. C 0.46
4. O -0.64
5. C -0.32
6. C 0.29
7. Cl -0.17
8. N 0.33
9. N 0.17
10. C 0.05
11. C 1.11
12. O -0.94
13. O -0.57
14. C -0.26
15. C 0.03
16. C -0.77
17. C -0.50
18. C -0.77
19. C -0.40
20. H 0.42
21. H 0.49
22. H 0.36
23. H 0.39
24. H 0.39
25. H 0.91
26. O -0.67
27. S 1.66
28. O -0.67
29. O -0.47
30. C 0.06
31. C -0.62
32. C -0.66
33. C -0.54
34. C -0.69
35. C -0.32
36. S 1.89
37. O -0.39
38. O -0.77
39. O -0.68
40. H 0.53
41. H 0.38
42. H 0.37
43. H 0.48
44. C -1.17
45. N 0.13
46. C -0.36
47. C 0.18
48. O -0.54
49. N 0.11
50. C 0.42
51. N -0.45
52. H 0.40
53. H 0.37
54. H 0.34
55. H 0.38
56. H 0.34
57. H 0.20
58. H 0.27



[3]
The following is a DFT calculation (ωB97M-V/def2-TZVPD) of a molecular structure, C21H17MnN7O5.

Computed properties:
* total charge: -1
* LUMO (spin up / spin down): 0.056 / 0.093 hartree
* largest force on an atom: 0.019 hartree/bohr
* 2S+1: 5

Positions of all 51 atoms, in Å:
Mn  0.5492  0.1425  0.7131
O  1.9082  1.3370  1.4617
C  2.6438  2.1367  0.7404
C  3.9788  2.3818  1.1292
C  4.7769  3.2609  0.4343
C  4.2915  3.9645  -0.6726
C  2.9884  3.7559  -1.0655
C  2.1630  2.8423  -0.4016
C  0.7863  2.7080  -0.8373
N  0.0709  1.6836  -0.5888
N  -1.3072  1.7351  -0.8355
C  -1.9092  1.2526  0.2273
O  -1.3179  0.7957  1.2701
C  -3.4044  1.2240  0.2074
C  -4.0767  0.6861  1.2986
C  -5.4637  0.6361  1.3086
C  -6.1852  1.1194  0.2269
C  -5.5152  1.6563  -0.8659
C  -4.1310  1.7114  -0.8757
H  4.3487  1.8452  1.9928
H  5.8009  3.4131  0.7564
H  4.9269  4.6560  -1.2096
H  2.5842  4.2961  -1.9152
H  0.3175  3.5287  -1.3871
H  -3.4925  0.3099  2.1271
H  -5.9815  0.2160  2.1619
H  -7.2675  1.0783  0.2331
H  -6.0751  2.0342  -1.7124
H  -3.5960  2.1315  -1.7165
C  -0.8248  -3.7331  -0.7955
C  -0.5366  -2.5078  0.0135
N  -0.7039  -1.3243  -0.4482
O  -1.1299  -1.2510  -1.7633
C  -0.0139  -2.6142  1.3802
C  -0.0521  -3.8746  2.1773
N  0.4907  -1.5245  1.8918
O  0.9501  -1.4452  3.0596
H  -0.5476  -3.5576  -1.8333
H  -1.8923  -3.9645  -0.7736
H  -0.2741  -4.5875  -0.4096
H  -1.2929  -0.2982  -1.8681
H  -0.8595  -4.5307  1.8537
H  -0.1898  -3.6173  3.2274
H  0.8934  -4.4204  2.1014
O  1.9509  -0.6545  -0.6163
N  2.6046  -1.7054  -0.2974
C  3.3436  -2.2215  -1.2449
C  4.0792  -3.4109  -0.9354
N  4.6744  -4.3706  -0.7145
C  3.4296  -1.6699  -2.5695
N  3.4891  -1.2553  -3.6405

Partial atomic charges computed with the Mulliken method, in multiples of e:
1. Mn 0.33
2. O -0.88
3. C 0.69
4. C -0.70
5. C -0.40
6. C -0.62
7. C -0.65
8. C 0.51
9. C -0.50
10. N 0.86
11. N -0.94
12. C 0.68
13. O -0.95
14. C 0.42
15. C -0.42
16. C -0.63
17. C -0.32
18. C -0.66
19. C -0.27
20. H 0.44
21. H 0.36
22. H 0.38
23. H 0.36
24. H 0.36
25. H 0.45
26. H 0.38
27. H 0.37
28. H 0.37
29. H 0.46
30. C -1.77
31. C 0.37
32. N 0.52
33. O -0.57
34. C 0.80
35. C -1.73
36. N 0.76
37. O -0.79
38. H 0.46
39. H 0.32
40. H 0.43
41. H 0.40
42. H 0.44
43. H 0.44
44. H 0.30
45. O -0.38
46. N -0.32
47. C 0.61
48. C 0.07
49. N -0.53
50. C 0.22
51. N -0.52



[4]
The following is a DFT calculation (ωB97M-V/def2-TZVPD) of a molecular structure, C21H18FeN9SSe at a distorted geometry.

Computed properties:
* total charge: +2
* LUMO (spin up / spin down): -0.277 / -0.278 hartree
* largest force on an atom: 0.041 hartree/bohr
* 2S+1: 2

Positions of all 51 atoms, in Å:
Fe  0.1460  -0.0471  -0.5175
N  2.5022  0.8266  -3.9334
C  1.9538  0.4744  -2.7646
S  0.2026  0.3288  -2.7334
N  2.7558  0.2384  -1.7570
N  2.0692  -0.0834  -0.6238
C  2.6974  -0.3907  0.4514
C  1.8402  -0.6758  1.6000
C  2.2949  -1.1326  2.8004
C  1.3334  -1.2981  3.8410
C  0.0123  -1.1766  3.5676
C  -0.4073  -0.9311  2.1986
N  0.5086  -0.4170  1.3437
H  1.9371  1.0296  -4.7384
H  3.5046  0.9045  -4.0005
H  3.7788  -0.4315  0.4980
H  3.3459  -1.2935  2.9833
H  1.6701  -1.4845  4.8519
H  -0.7397  -1.2436  4.3422
H  -1.3881  -0.4752  2.1216
N  -1.9062  0.1086  -0.4751
C  -2.2595  1.5171  -0.3372
C  -3.5442  1.9784  -0.3552
C  -3.7996  3.3580  -0.2003
C  -2.7693  4.2377  -0.0264
C  -1.4308  3.7808  -0.0095
C  -0.3143  4.6316  0.1650
C  0.9439  4.1007  0.1653
C  1.1059  2.7178  -0.0200
N  0.0883  1.8994  -0.1838
C  -1.1818  2.4066  -0.1739
H  -2.2740  -0.2493  -1.3547
H  -2.3706  -0.4244  0.2561
H  -4.3709  1.2912  -0.4897
H  -4.8211  3.7099  -0.2186
H  -2.9636  5.2948  0.0983
H  -0.4701  5.6950  0.2954
H  1.8217  4.7164  0.2944
H  2.0964  2.2861  -0.0468
Se  -1.3684  -3.9724  2.4388
N  -1.0018  -5.0804  1.1394
C  -0.5234  -4.3981  0.1148
C  -0.0697  -4.9984  -1.0955
C  0.4634  -4.1688  -2.0212
C  0.4989  -2.7646  -1.7865
N  0.0575  -2.1428  -0.7131
C  -0.4242  -2.9720  0.2851
N  -0.8261  -2.5573  1.4783
H  -0.1502  -6.0688  -1.2267
H  0.8542  -4.5280  -2.9619
H  0.8918  -2.1264  -2.5658

Partial atomic charges computed with the Mulliken method, in multiples of e:
1. Fe -0.46
2. N -0.38
3. C 0.71
4. S -0.50
5. N -1.77
6. N 1.32
7. C -0.40
8. C 0.72
9. C -1.08
10. C -0.27
11. C -1.25
12. C 0.10
13. N 0.37
14. H 0.22
15. H 0.25
16. H 0.52
17. H 0.52
18. H 0.50
19. H 0.61
20. H 0.35
21. N -0.23
22. C 0.33
23. C -0.59
24. C -0.75
25. C -0.94
26. C 0.43
27. C -0.56
28. C -1.07
29. C -0.02
30. N 0.62
31. C 0.24
32. H 0.44
33. H 0.44
34. H 0.52
35. H 0.42
36. H 0.45
37. H 0.48
38. H 0.45
39. H 0.56
40. Se 0.41
41. N -0.72
42. C 0.75
43. C -0.51
44. C -0.97
45. C -0.02
46. N 0.40
47. C 0.35
48. N -0.23
49. H 0.50
50. H 0.46
51. H 0.28



Looking at calculated total energy for the records above, in order, we have -3791.141840; -4018.216287; -2720.906191; -5366.695164 hartree.